{"formula": "C30H24AsAuOS2", "method": "ωB97M-V/def2-TZVPD", "symbols": ["Au", "S", "C", "C", "C", "C", "C", "C", "As", "C", "C", "C", "C", "C", "C", "C", "C", "C", "C", "C", "C", "H", "H", "H", "H", "H", "H", "H", "H", "H", "H", "H", "H", "H", "H", "O", "S", "C", "C", "C", "C", "C", "C", "C", "C", "C", "C", "C", "C", "H", "H", "H", "H", "H", "H", "H", "H", "H", "H"], "coordinates": [[1.11554, -2.85855, -0.07439], [-0.73673, -4.19684, -0.12761], [-2.17275, -3.21886, 0.21093], [-3.30768, -3.99576, 0.47769], [-4.54749, -3.42722, 0.68403], [-4.67811, -2.04645, 0.65355], [-3.56002, -1.26873, 0.41503], [-2.29786, -1.81961, 0.17274], [-0.79659, -0.60374, -0.15329], [-1.72969, 1.12499, -0.01480], [-1.69095, 1.75821, 1.22553], [-2.27168, 3.00415, 1.40733], [-2.88059, 3.64553, 0.33855], [-2.93525, 3.02044, -0.89908], [-2.36828, 1.76558, -1.07194], [-0.67485, -0.71100, -2.10158], [-0.06346, 0.33723, -2.79080], [0.20000, 0.24192, -4.14813], [-0.13980, -0.91267, -4.83857], [-0.76135, -1.95481, -4.16871], [-1.03473, -1.85233, -2.81155], [-3.18692, -5.07191, 0.50083], [-5.41128, -4.05802, 0.85161], [-5.64186, -1.57837, 0.80583], [-3.67243, -0.19326, 0.40811], [-1.20434, 1.25894, 2.05661], [-2.24489, 3.47815, 2.38064], [-3.31325, 4.62925, 0.46886], [-3.42352, 3.50921, -1.73279], [-2.43243, 1.27848, -2.03651], [0.18865, 1.24182, -2.24684], [0.67551, 1.06349, -4.67066], [0.07325, -1.00191, -5.89625], [-1.01967, -2.86352, -4.69735], [-1.51297, -2.67934, -2.30840], [3.15903, -2.07643, 0.33743], [3.86549, -1.04676, 1.17057], [3.84119, 0.46083, 0.18191], [4.90140, 1.34781, 0.28333], [4.92961, 2.46312, -0.54000], [3.92085, 2.66316, -1.47091], [2.86806, 1.76215, -1.56674], [2.81874, 0.65814, -0.73074], [2.74773, -0.51007, 2.49807], [1.79540, -1.40179, 2.95840], [0.93325, -1.02229, 3.97691], [1.07100, 0.22352, 4.56759], [2.06037, 1.09575, 4.13222], [2.90223, 0.73377, 3.09356], [5.70546, 1.16567, 0.98688], [5.74716, 3.16775, -0.46542], [3.96219, 3.51626, -2.13522], [2.09007, 1.90587, -2.30371], [2.00711, -0.05728, -0.79641], [1.72243, -2.39047, 2.52576], [0.16326, -1.70796, 4.30589], [0.41524, 0.51541, 5.37791], [2.16923, 2.06638, 4.59759], [3.66194, 1.42295, 2.74649]], "homo_ev": -7.17, "total_energy_ha": -4400.645187, "charge": 0, "de_lowest_kcal_mol": 0.0, "gap_ha": 0.27462}